The following is a DFT calculation (ωB97M-V with the def2-TZVPD basis set) of a molecular structure, C21H33Cl2N4O3RhS at a distorted geometry.

The HOMO-LUMO gap (spin up / spin down) comes out at 5.86 / 7.15 eV. For the energy above the lowest of the compared OMol25 structures with the same formula, charge and spin, the calculation gives 2.1 kcal per mole. The expectation value of S² is 6.0235. For the highest occupied orbital energy (spin up / spin down), the calculation gives -6.035 / -7.745 eV. The value obtained for the total energy is -2693.7234 a.u. Its spin multiplicity is 5. Its charge is 0.

The geometry in XYZ format:
```
65
Properties=species:S:1:pos:R:3:forces:R:3:lowdin_charge:R:1
O 0.32445 1.77907 -1.34670 -3.30 2.24 -2.63 -0.33
C -0.69182 1.78285 -2.07602 1.65 -1.56 -1.18 -0.24
C -0.47765 2.17278 -3.47392 0.13 0.65 -0.84 -0.17
C 0.67544 2.91542 -3.79733 -0.32 -0.20 -0.26 -0.01
H 1.22954 3.40271 -2.99102 -0.04 -0.30 -0.31 0.12
C 1.07533 3.00308 -5.12866 -0.08 0.03 -0.11 -0.07
H 1.98927 3.54400 -5.38985 -0.34 -0.17 0.10 0.11
C 0.32187 2.39052 -6.14233 -0.17 -0.18 0.32 -0.07
H 0.68176 2.42414 -7.17606 -0.23 0.04 0.40 0.11
C -0.87437 1.72175 -5.82657 0.36 0.27 -0.19 -0.08
H -1.48387 1.27042 -6.61323 0.25 0.16 0.25 0.11
C -1.27556 1.62627 -4.50080 0.22 0.30 0.63 -0.02
H -2.20012 1.12077 -4.22591 0.21 -0.06 -0.10 0.12
H -1.65722 1.25916 -1.87058 1.12 0.16 -0.08 0.07
C -2.26358 3.22979 0.18311 -0.07 0.94 -0.33 -0.09
C -2.40592 1.91104 -0.44080 -1.21 -0.79 2.34 -0.13
H -2.37126 3.17992 1.27605 0.11 -0.09 -0.14 0.07
H -2.98403 3.97325 -0.18390 0.04 -0.17 -0.01 0.08
H -1.26766 3.64072 -0.06477 -0.23 -0.11 0.31 0.08
C -2.82232 0.72304 -0.01027 0.57 0.43 -0.98 -0.19
C -3.80081 0.37684 1.07966 0.02 -0.06 0.15 -0.08
H -2.40649 -0.17300 -0.48997 -0.22 0.38 -0.26 0.04
H -4.80661 0.75213 0.85520 0.21 -0.03 0.11 0.08
H -3.49558 0.72888 2.07268 -0.04 0.08 -0.16 0.07
H -3.82967 -0.71306 1.10123 -0.23 0.08 0.29 0.07
Rh 0.97925 0.73067 0.13812 1.19 -0.41 0.79 0.44
Cl 2.22642 2.64542 0.62870 0.86 1.07 0.45 -0.08
Cl -0.01026 -1.02211 -1.02597 -0.43 -1.37 -0.77 0.03
H 4.01994 -0.15611 -2.83684 -0.21 -0.08 0.03 0.09
H 5.71584 0.91729 -1.55526 -0.03 -0.04 0.21 0.09
C 3.31676 -0.08390 -1.99632 0.03 0.16 -0.10 -0.08
C 5.14239 0.85627 -0.62185 -0.07 0.06 0.14 -0.08
N 4.07991 -0.12231 -0.76595 0.19 -0.26 0.36 -0.21
H 2.58213 -0.89090 -2.02299 0.20 0.08 0.07 0.05
C 3.82309 -0.99588 0.24096 -0.73 -0.54 -0.25 -0.36
O 2.90321 -1.81576 0.26910 1.11 0.80 -0.05 -0.08
H 5.80177 0.53877 0.19590 -0.08 0.18 -0.25 0.08
H 4.55712 -0.88856 1.06637 -0.24 -0.07 -0.12 0.14
H 2.78842 0.87716 -2.08176 0.07 -0.15 -0.02 0.06
H 4.72983 1.84810 -0.38331 0.12 -0.22 -0.10 0.04
H -1.37236 -6.82060 2.14144 -0.01 0.23 0.03 0.09
H -0.04813 -6.70743 0.03185 -0.08 0.30 -0.07 0.09
C -1.83660 -5.85120 1.91421 0.06 -0.06 -0.19 -0.05
C -0.56947 -5.76719 -0.20812 -0.01 0.23 0.09 -0.06
N -0.98565 -5.09345 1.01203 -0.04 -0.29 -0.12 -0.20
H -1.97678 -5.27481 2.82688 -0.02 -0.07 -0.09 0.08
C -0.67842 -3.79676 1.26900 -0.22 0.47 0.67 -0.33
O -1.06393 -3.19500 2.27253 0.22 -0.45 -0.69 -0.04
H 0.10566 -5.09881 -0.75700 -0.17 -0.26 0.04 0.09
H -0.04893 -3.30614 0.49770 -0.18 -0.22 0.23 0.08
H -2.81056 -6.06193 1.44784 0.14 0.13 0.11 0.09
H -1.44203 -6.01274 -0.83761 0.28 0.11 0.14 0.09
C -0.63666 -0.76902 4.80099 -0.11 -0.15 0.09 -0.03
N -0.47645 0.60891 4.34239 0.03 0.21 -0.37 -0.12
C -0.89954 1.75025 5.00984 0.32 -0.04 -0.48 -0.05
C -0.55468 2.81564 4.24392 0.06 -0.62 -0.06 -0.06
N 0.06611 2.31073 3.10635 -0.10 -0.21 0.20 0.07
C 0.11330 0.95320 3.16941 0.36 0.12 0.35 -0.66
S 0.83393 -0.20223 2.12009 -0.79 -0.88 2.35 0.62
H -1.37125 -1.30924 4.19132 0.25 0.17 0.03 0.09
H 0.31662 -1.30666 4.74408 -0.23 0.22 -0.03 0.09
H -0.97463 -0.72898 5.83870 0.06 -0.03 -0.13 0.09
H -1.38144 1.66865 5.96433 -0.08 0.16 0.07 0.12
H -0.68437 3.86424 4.41870 -0.02 0.13 -0.05 0.11
H 0.53731 2.84993 2.37099 -0.07 -0.40 0.17 0.05
```
Forces are in eV/Å.

---

The following is a DFT calculation (ωB97M-V with the def2-TZVPD basis set) of a molecular structure, C21H33Cl2N4O3Tm at a distorted geometry.

The HOMO-LUMO gap (spin up / spin down) comes out at 7.77 / 7.77 eV. For the energy above the lowest of the compared OMol25 structures with the same formula, charge and spin, the calculation gives 0.0 kcal per mole. The expectation value of S² is 2.0020. For the highest occupied orbital energy (spin up / spin down), the calculation gives -7.457 / -7.458 eV. The value obtained for the total energy is -3270.4896 a.u. Its spin multiplicity is 3. Its charge is 0.

The geometry in XYZ format:
```
64
Properties=species:S:1:pos:R:3:forces:R:3:lowdin_charge:R:1
O 0.55382 0.01583 -2.45696 0.33 -0.95 1.67 -0.27
C -0.60860 0.34250 -3.00938 -0.37 0.87 0.73 -0.42
C -0.44562 1.70948 -3.71196 -0.63 -0.27 0.22 -0.18
C 0.25179 2.74381 -3.08662 0.28 0.21 -0.03 -0.07
H 0.58182 2.60950 -2.04876 -0.02 0.03 -0.55 0.04
C 0.52877 3.93036 -3.77721 -0.32 -0.37 0.13 -0.08
H 1.10210 4.71586 -3.28107 -0.19 -0.15 -0.18 0.10
C 0.04283 4.10528 -5.07573 -0.16 -0.20 -0.10 -0.11
H 0.22984 5.04023 -5.61060 -0.06 -0.33 0.14 0.10
C -0.70272 3.08259 -5.68040 0.09 0.14 0.11 -0.10
H -1.11106 3.21705 -6.68078 0.16 0.03 0.15 0.09
C -0.93256 1.88344 -5.00267 0.15 0.26 0.11 -0.05
H -1.48296 1.05542 -5.45510 0.10 0.31 -0.06 0.11
H -0.88550 -0.39037 -3.79733 -0.65 0.12 0.15 0.13
C -2.65007 -1.05775 -1.97385 -0.15 0.19 0.38 -0.10
C -1.88363 0.27122 -1.90612 -1.29 1.26 -3.62 -0.37
H -3.59302 -0.97516 -2.53784 0.27 0.16 0.19 0.09
H -2.90303 -1.40862 -0.96264 -0.09 -0.10 -0.31 0.03
H -2.05837 -1.81960 -2.47923 0.16 -0.01 0.09 0.07
C -2.55047 1.43486 -1.64755 -0.14 -0.57 -0.21 -0.15
C -4.02014 1.58133 -1.35106 -0.14 -0.18 0.46 -0.10
H -2.02415 2.39054 -1.73319 0.06 -0.34 -0.11 0.11
H -4.53867 2.07039 -2.19324 0.42 -0.05 0.06 0.09
H -4.19659 2.22077 -0.47315 0.13 -0.22 -0.21 0.08
H -4.52426 0.62242 -1.18032 0.24 0.25 0.05 0.06
Tm -0.61676 0.01642 0.11764 2.40 -0.02 0.01 0.91
Cl 0.25698 2.38021 0.45407 -0.12 0.21 0.12 -0.01
Cl -2.78348 0.06452 1.35964 -0.43 -0.05 0.24 -0.03
H 4.70762 1.34517 -2.67780 -0.22 0.03 -0.01 0.09
H 4.86797 1.74902 -0.17906 -0.11 -0.10 0.01 0.09
C 3.61978 1.42853 -2.53004 0.25 -0.42 0.05 -0.04
C 3.78691 1.62845 -0.04861 -0.50 0.24 -0.15 -0.04
N 3.24869 0.92791 -1.21098 0.46 0.10 0.23 -0.17
H 3.08757 0.83352 -3.28210 0.10 0.29 0.14 0.09
C 2.47321 -0.14724 -1.08350 -0.87 -0.23 0.78 -0.34
O 1.80993 -0.42580 -0.04501 1.07 -0.07 -0.93 -0.17
H 3.56945 1.04510 0.84882 0.00 0.15 -0.17 0.09
H 2.48400 -0.80935 -1.96507 -0.23 0.31 0.29 0.13
H 3.33821 2.48682 -2.63382 -0.08 -0.36 0.08 0.09
H 3.33253 2.62086 0.04274 0.03 -0.14 0.10 0.07
H -0.54356 -5.60744 0.63750 -0.05 0.09 -0.05 0.10
H 1.35479 -5.82337 -1.32185 -0.13 0.19 -0.07 0.10
C -1.04441 -4.98956 -0.11468 0.06 0.02 -0.11 -0.01
C 0.74017 -5.08874 -1.85870 0.07 0.15 0.12 -0.03
N -0.05407 -4.29194 -0.92663 0.05 -0.06 0.04 -0.16
H -1.67997 -4.24915 0.37110 0.04 -0.17 -0.07 0.10
C 0.11910 -2.98212 -0.80772 -0.63 0.94 0.55 -0.23
O -0.60660 -2.25380 -0.06990 1.06 -1.24 -0.82 -0.16
H 1.39133 -4.41490 -2.42618 -0.14 -0.24 0.08 0.10
H 0.93585 -2.54589 -1.40888 -0.37 -0.02 0.15 0.14
H -1.62982 -5.64386 -0.76377 -0.07 0.09 0.09 0.09
H 0.07833 -5.63186 -2.54607 0.14 0.21 0.13 0.10
C 0.02755 0.92576 5.77399 0.06 -0.05 0.13 -0.02
N 0.10206 0.11744 4.56489 0.12 -0.39 -0.58 -0.12
C 0.12507 -1.27895 4.50694 0.10 0.48 -0.22 -0.05
C 0.14002 -1.60244 3.17903 -0.18 0.67 -0.08 -0.12
N 0.10037 -0.44162 2.42340 0.38 0.50 0.66 -0.09
C 0.11525 0.58010 3.28170 -0.31 -1.34 0.27 -0.17
H -0.88248 0.67222 6.33792 0.28 0.16 -0.22 0.10
H 0.90385 0.73667 6.41130 -0.26 0.11 -0.21 0.09
H 0.00437 1.98730 5.49392 -0.01 -0.38 0.09 0.10
H 0.15673 -1.90498 5.39311 -0.05 0.30 -0.22 0.12
H 0.16254 -2.57346 2.69554 -0.06 0.26 0.22 0.10
H 0.09226 1.62997 3.00305 -0.02 -0.29 0.10 0.08
```
Forces are in eV/Å.

---

The following is a DFT calculation (ωB97M-V with the def2-TZVPD basis set) of a molecular structure, C21H33F6MoN4PSi at a distorted geometry.

The HOMO-LUMO gap (spin up / spin down) comes out at 8.26 / 7.59 eV. For the energy above the lowest of the compared OMol25 structures with the same formula, charge and spin, the calculation gives 34.1 kcal per mole. The expectation value of S² is 3.7720. For the highest occupied orbital energy (spin up / spin down), the calculation gives -17.458 / -17.827 eV. The value obtained for the total energy is -2336.5985 a.u. Its spin multiplicity is 4. Its charge is +3.

The geometry in XYZ format:
```
67
Properties=species:S:1:pos:R:3:forces:R:3:lowdin_charge:R:1
Mo 0.12072 0.07006 -0.35845 0.95 0.38 -0.57 1.67
C 1.67950 -2.99128 0.64308 0.10 0.02 0.03 0.01
C 1.55890 -1.97010 -0.44530 -0.34 -0.17 0.01 -0.23
C 0.55267 -2.08687 -1.44878 0.07 0.24 -0.06 -0.24
C -0.37640 -3.27276 -1.46733 0.07 -0.06 0.02 -0.01
C 0.48143 -1.10213 -2.47182 -0.01 0.00 0.02 -0.24
C -0.48391 -1.31713 -3.60950 0.01 -0.06 -0.01 -0.01
C 1.38796 0.01111 -2.47311 -0.22 -0.21 -0.05 -0.23
C 1.27925 1.08833 -3.52164 0.03 -0.01 -0.01 -0.02
C 2.43555 0.05430 -1.52127 -0.03 0.34 -0.09 -0.19
C 3.50827 1.10234 -1.62277 0.04 -0.05 0.13 0.01
C 2.47628 -0.89142 -0.46842 -0.04 0.03 0.17 -0.22
C 3.52072 -0.80239 0.60700 0.03 0.02 -0.04 0.01
H 1.64230 -2.51728 1.62477 -0.03 -0.03 0.00 0.08
H 2.65218 -3.48419 0.56517 0.00 0.02 -0.01 0.13
H 0.91980 -3.76150 0.59453 0.01 -0.01 -0.01 0.08
H -1.22601 -3.12711 -2.12510 0.01 -0.01 -0.02 0.08
H -0.75159 -3.51570 -0.47487 0.00 0.01 0.00 0.08
H 0.16182 -4.15372 -1.82711 0.00 0.00 0.00 0.13
H -1.51494 -1.42156 -3.27285 -0.01 0.02 -0.01 0.08
H -0.22747 -2.25880 -4.10027 0.01 0.01 0.00 0.13
H -0.43616 -0.54297 -4.36502 -0.01 0.01 0.01 0.09
H 0.26776 1.19103 -3.89992 0.00 0.01 0.00 0.07
H 1.92984 0.86144 -4.37008 0.00 -0.01 0.00 0.13
H 1.58175 2.05538 -3.12692 0.00 0.00 0.00 0.09
H 3.44816 1.82531 -0.80563 -0.01 0.01 -0.02 0.10
H 3.47908 1.63844 -2.56314 0.02 -0.01 0.00 0.09
H 4.48503 0.62313 -1.54616 0.00 -0.01 0.01 0.12
H 3.09970 -1.00787 1.59004 0.00 0.00 0.00 0.09
H 4.00179 0.16956 0.63692 0.01 0.01 0.00 0.09
H 4.29848 -1.55052 0.42809 -0.01 0.00 0.01 0.13
N 0.03338 4.11669 0.83091 -0.07 -0.02 -0.05 0.17
C 0.91790 3.76760 1.82448 0.01 0.07 0.05 0.01
C 1.11434 2.42618 1.71484 0.06 -0.04 0.01 -0.07
N 0.35917 1.96583 0.66177 0.06 -0.28 -0.22 -0.04
C -0.28334 3.00903 0.14850 0.03 0.05 0.10 -0.25
C -1.16539 2.73462 -0.96143 -0.04 0.03 -0.14 -0.24
N -1.22945 1.47538 -1.40218 0.00 -0.09 0.45 -0.03
C -2.14245 1.47346 -2.43752 -0.01 -0.12 -0.01 -0.09
C -2.61658 2.73341 -2.61160 -0.03 0.08 -0.04 0.00
N -1.98843 3.51413 -1.67129 0.05 0.04 0.03 0.17
H -0.30564 5.05451 0.66863 0.00 0.01 0.00 0.19
H 1.31389 4.49765 2.51025 0.02 -0.03 0.01 0.15
H 1.71814 1.76808 2.31672 0.01 0.03 0.01 0.11
H -2.39677 0.58275 -2.98275 -0.02 0.01 0.00 0.11
H -3.32924 3.14534 -3.30607 0.00 -0.05 -0.01 0.15
H -2.13131 4.50851 -1.55986 -0.01 -0.01 -0.01 0.19
F -0.03968 -0.63682 1.47369 -1.17 -0.07 -0.01 -0.48
P 0.49434 -0.38094 4.80438 -0.02 0.00 -0.01 0.33
F -0.90620 -0.70467 5.45327 0.00 -0.03 0.05 -0.08
F 1.15920 -0.14080 6.15149 0.02 -0.01 0.02 0.03
F 0.52706 -1.80574 4.19231 0.00 0.01 -0.06 -0.04
F -0.16427 0.84462 4.08709 0.09 0.00 0.03 -0.08
F 1.83648 -0.04520 4.01080 0.11 0.01 0.02 -0.12
C -2.76653 0.73965 2.30440 -0.15 -0.21 0.00 -0.15
Si -2.62372 -0.94162 1.59371 0.37 0.02 0.41 0.82
C -3.33987 -1.23908 -0.07642 0.21 -0.10 0.07 -0.15
C -2.28465 -2.40185 2.64335 -0.11 0.09 -0.09 -0.14
H -3.63304 0.68765 2.98090 0.01 0.08 -0.02 0.08
H -2.97410 1.50570 1.55893 0.01 0.00 -0.02 0.04
H -1.90885 1.00333 2.92038 -0.07 -0.01 -0.07 0.02
H -4.18994 -1.91456 0.09119 -0.03 0.05 -0.04 0.08
H -2.66489 -1.78646 -0.73946 -0.01 -0.01 -0.01 0.02
H -3.69423 -0.33257 -0.56257 0.00 0.02 0.00 0.04
H -3.03401 -3.17094 2.43617 0.01 -0.02 0.06 0.07
H -2.31312 -2.14415 3.70331 0.00 -0.01 -0.01 0.05
H -1.30069 -2.82386 2.42552 -0.01 0.02 -0.03 0.04
```
Forces are in eV/Å.